(1)
The following is a quantum chemistry calculation of a 6-piece molecular cluster, C43H64Br12INO6 overall, from the Open Molecules 2025 dataset.

## Properties
**Spin multiplicity**: 1
**Calculated total energy**: -33367.9389 Eh
**HOMO energy**: -7.87 eV
**LUMO**: 0.000 Eh

Atoms and positions in Å:
C  -4.267  -3.248  1.135
C  -4.473  -3.807  -0.411
C  -4.361  -2.499  -1.400
O  -2.966  -2.113  -1.734
C  -3.130  -1.127  -2.852
C  -1.899  -0.029  -2.943
C  -0.591  -0.449  -2.055
C  0.130  -1.861  -2.455
C  -0.351  -2.943  -3.583
C  0.508  -4.326  -3.779
C  1.860  -4.722  -2.895
C  2.344  -3.645  -1.757
C  3.639  -3.864  -0.730
C  1.491  -2.258  -1.568
C  -1.556  0.552  -4.472
I  0.602  0.715  -5.027
C  -2.100  -0.254  -5.786
C  -3.712  -0.171  -6.058
N  -4.357  -1.277  -6.583
O  -2.370  1.810  -4.553
C  -3.342  1.909  -3.414
O  -4.597  2.356  -3.414
C  -2.382  1.367  -2.153
C  -3.205  1.168  -0.710
O  -2.852  2.139  0.321
C  -1.836  1.703  1.264
C  -1.434  0.196  1.745
C  -0.209  -0.150  2.803
C  0.098  -1.733  3.143
C  0.687  1.073  3.451
C  0.277  2.604  3.027
C  -0.940  2.929  1.972
C  -1.309  4.495  1.588
C  -0.322  5.167  0.465
C  -1.115  5.400  2.975
C  -1.330  2.629  -2.066
C  -2.088  4.108  -2.259
O  -1.709  4.918  -3.284
O  -3.188  4.601  -1.419
H  -3.191  -3.573  1.462
H  -5.111  -3.649  1.873
H  -4.344  -2.068  1.182
H  -5.593  -4.210  -0.451
H  -3.771  -4.700  -0.693
H  -4.965  -1.625  -0.860
H  -4.929  -2.751  -2.402
H  -3.274  -1.785  -3.808
H  -4.192  -0.625  -2.641
H  -0.978  -0.577  -0.933
H  0.261  0.358  -2.000
H  -1.315  -2.745  -4.215
H  0.155  -5.131  -4.578
H  2.460  -5.719  -3.008
H  4.101  -2.836  -0.358
H  4.432  -4.621  -1.138
H  3.189  -4.367  0.255
H  1.859  -1.488  -0.736
H  -1.580  0.263  -6.729
H  -1.795  -1.386  -5.846
H  -4.406  0.765  -5.809
H  -3.687  -2.064  -6.744
H  -3.230  0.058  -0.342
H  -4.339  1.412  -1.002
H  -2.022  -0.714  1.300
H  -0.576  -2.369  2.391
H  -0.059  -2.028  4.265
H  1.216  -1.935  2.778
H  1.578  0.856  4.177
H  0.880  3.510  3.458
H  -2.434  4.645  1.273
H  0.312  4.324  -0.040
H  -0.996  5.781  -0.287
H  0.403  5.941  0.984
H  -1.657  6.441  2.926
H  0.056  5.582  3.111
H  -1.445  4.740  3.887
H  -0.506  2.625  -2.930
H  -0.723  2.703  -1.070
H  -3.952  3.950  -1.363
Br  -7.593  -3.683  3.099
C  -7.374  -4.987  4.533
C  -5.913  -5.238  4.826
Br  -5.110  -6.391  3.472
H  -7.918  -5.887  4.232
H  -7.870  -4.541  5.400
H  -5.797  -5.783  5.767
H  -5.314  -4.324  4.864
Br  0.240  -4.732  5.194
C  1.856  -4.993  6.253
C  2.971  -4.089  5.780
Br  3.777  -4.762  4.136
H  2.106  -6.057  6.197
H  1.568  -4.746  7.278
H  3.787  -4.071  6.508
H  2.645  -3.065  5.581
Br  6.155  -3.130  1.855
C  6.167  -1.247  2.361
C  4.871  -0.853  3.029
Br  3.441  -0.631  1.721
H  6.381  -0.674  1.454
H  7.006  -1.145  3.056
H  4.967  0.125  3.511
H  4.521  -1.582  3.764
Br  5.553  1.417  -0.965
C  6.162  -0.233  -1.807
C  5.289  -0.600  -2.985
Br  3.594  -1.366  -2.396
H  6.185  -1.000  -1.028
H  7.184  -0.024  -2.135
H  5.761  -1.383  -3.585
H  5.049  0.250  -3.629
Br  3.887  2.074  -6.889
C  4.308  3.700  -5.900
C  4.521  3.407  -4.432
Br  2.823  3.127  -3.515
H  3.497  4.408  -6.088
H  5.228  4.079  -6.354
H  4.976  4.266  -3.930
H  5.133  2.520  -4.251
Br  4.796  7.641  5.346
C  3.257  7.875  4.171
C  2.018  7.240  4.759
Br  2.053  5.301  4.550
H  3.535  7.465  3.196
H  3.130  8.958  4.082
H  1.125  7.567  4.219
H  1.889  7.445  5.825


(2)
The following is a quantum chemistry calculation of a 2-piece molecular cluster, C4H9N overall, from the Open Molecules 2025 dataset.

## Properties
**Relative energy (zero: lowest compared OMol25 entry of this formula, charge and spin)**: 271.3 kJ/mol
**Spin multiplicity**: 1
**Calculated total energy**: -212.4478 Eh
**HOMO energy**: -8.38 eV
**LUMO**: 0.040 Eh
**SMILES**: C#C.CNC

Atoms and positions in Å:
C  -1.519  -1.749  0.893
C  -0.798  -2.124  1.782
H  -2.207  -1.518  0.052
H  -0.119  -2.434  2.545
C  -0.336  1.591  -0.100
N  0.057  0.219  -0.388
C  1.442  0.125  -0.827
H  -0.262  2.220  -0.992
H  0.278  2.016  0.700
H  -1.376  1.605  0.240
H  -0.581  -0.202  -1.094
H  1.696  -0.926  -0.996
H  1.602  0.676  -1.758
H  2.123  0.503  -0.058


(3)
The following is a quantum chemistry calculation of C12H11N3O4S as an isolated structure, from the Open Molecules 2025 dataset.

## Properties
**Relative energy (zero: lowest compared OMol25 entry of this formula, charge and spin)**: 1312.4 kJ/mol
**Spin multiplicity**: 1
**Calculated total energy**: -1326.7635 Eh
**HOMO energy**: -9.27 eV
**LUMO**: -0.039 Eh

Atoms and positions in Å:
C  -1.300  -1.024  -2.336
C  -1.829  -1.868  -1.256
O  -2.377  -1.366  -0.334
C  -1.572  -3.266  -1.262
H  -1.864  -3.633  -0.473
H  -2.271  -3.635  -1.995
S  -0.049  -3.592  -1.578
C  1.075  -2.781  -0.473
N  2.339  -2.704  -0.238
N  2.413  -1.971  0.825
C  1.427  -1.482  1.395
O  0.429  -1.942  0.476
C  0.892  -0.532  2.099
C  0.721  0.745  1.686
C  -0.509  1.027  0.939
C  -0.929  2.231  0.427
C  0.030  3.080  0.139
C  1.353  2.927  0.791
C  1.808  1.614  1.458
H  2.624  1.551  1.995
H  2.269  3.692  0.564
N  -0.086  4.418  -0.341
O  0.866  5.150  -0.441
O  -1.205  4.471  -0.918
H  -1.506  2.365  -0.177
H  -1.338  0.185  1.145
H  -0.059  -0.863  2.737
H  1.964  -0.493  3.040
H  -0.301  -0.656  -2.115
H  -1.352  -1.603  -3.275
H  -1.664  -0.047  -2.506